1.
This record from the OMol25 dataset describes C25H37IrN8O as an isolated structure. The level of theory is ωB97M-V/def2-TZVPD.

XYZ file:
```
72
Properties=species:S:1:pos:R:3:lowdin_spin:R:1
Ir 0.0239 0.1300 -0.1958 2.444
C 1.6124 1.5276 2.4010 0.005
N 2.0163 0.5636 1.3469 0.080
C 3.2135 0.9524 0.5961 0.021
C 3.0321 0.8655 -0.8860 0.116
N 1.8877 0.4553 -1.4973 0.149
C 2.1021 0.5980 -2.8189 0.157
C 1.2211 0.3721 -3.9275 0.094
C 1.7116 0.6000 -5.1744 0.036
C 3.0534 1.0588 -5.3662 0.299
C 3.9396 1.3117 -4.2813 0.074
C 3.4325 1.0771 -3.0441 0.068
N 3.9653 1.2192 -1.7596 0.011
C 0.2797 2.1389 2.0940 0.018
N -0.5498 1.6909 1.1672 0.076
C -1.7347 2.4488 1.2987 0.010
C -2.9706 2.3485 0.6605 0.003
C -3.9517 3.2371 1.0500 0.000
C -3.7246 4.2004 2.0507 0.000
C -2.5189 4.2853 2.7091 0.001
C -1.5390 3.3809 2.3122 0.003
N -0.2463 3.1513 2.7876 0.012
H 2.3634 2.3097 2.5239 0.001
H 1.5559 1.0129 3.3621 0.001
H 2.1837 -0.3293 1.7889 -0.001
H 4.0887 0.3565 0.8758 0.007
H 3.4831 1.9884 0.8217 0.005
H 0.1982 0.0592 -3.7668 0.002
H 1.0905 0.4462 -6.0469 -0.001
H 3.4100 1.2304 -6.3755 0.011
H 4.9458 1.6713 -4.4592 0.001
H 4.8909 1.5685 -1.5344 0.000
H -3.1706 1.5876 -0.0814 0.001
H -4.9289 3.1857 0.5889 0.000
H -4.5240 4.8754 2.3245 0.000
H -2.3547 5.0069 3.4983 0.000
H 0.1961 3.6476 3.5489 0.001
N 1.4319 -3.4806 -0.0985 -0.003
C 0.1583 -4.3193 0.0176 0.000
C -0.5926 -3.9575 1.2929 0.000
C -1.5379 -2.7591 1.2248 0.010
N -0.8656 -1.4258 1.3986 0.104
C -2.3710 -2.7621 -0.0528 0.001
C -1.5531 -2.9303 -1.3283 0.007
N -0.8068 -1.6628 -1.6422 0.065
C -0.6671 -4.1694 -1.2523 0.000
H 2.0188 -3.6147 0.7278 0.000
H 1.1942 -2.4849 -0.1932 -0.004
H 1.9776 -3.7747 -0.9119 0.000
H 0.5314 -5.3401 0.0942 0.000
H 0.0933 -3.8801 2.1437 0.000
H -1.2166 -4.8239 1.5249 0.000
H -2.2161 -2.8725 2.0727 0.004
H -0.3495 -1.4298 2.2777 0.002
H -1.6323 -0.7777 1.5904 0.005
H -2.9888 -1.8607 -0.1079 0.000
H -3.0746 -3.5956 0.0059 0.000
H -2.2452 -3.0998 -2.1552 0.003
H -1.5160 -0.9944 -1.9491 0.002
H -0.2391 -1.8125 -2.4743 0.000
H -0.0383 -4.2733 -2.1431 0.000
H -1.3361 -5.0327 -1.2819 0.000
C -2.8166 2.2937 -3.3331 0.004
C -1.6789 2.1715 -2.3860 0.006
C -0.8345 3.3671 -2.0864 0.002
O -1.4369 1.0829 -1.8410 0.085
H -3.2802 3.2780 -3.2722 0.001
H -3.5491 1.5040 -3.1829 0.000
H -2.4170 2.2051 -4.3511 0.000
H -1.0098 4.1889 -2.7759 0.000
H 0.2235 3.0956 -2.0855 0.001
H -1.0933 3.7011 -1.0766 0.000
```

Summary:
spin multiplicity	5
E_tot	-1591.0265	hartree
frontier orbital gap (spin up / spin down)	7.3 / 3.7	eV
E_HOMO (spin up / spin down)	-18.59 / -18.59	eV
charge	+4

---

2.
This record from the OMol25 dataset describes C37H45ClF3N5O6PbSSe2 as an isolated structure. The level of theory is ωB97M-V/def2-TZVPD.

XYZ file:
```
101
Properties=species:S:1:pos:R:3:lowdin_charge:R:1
Pb -0.1441 0.7197 0.4145 1.561
Se -0.0593 2.4192 6.5094 0.124
Se 0.7391 1.8422 4.4794 0.804
C -0.0911 0.0948 4.1170 -0.472
C -0.0460 -0.7398 5.2265 -0.125
C -0.4000 -2.0677 5.0705 -0.045
C -0.7878 -2.5085 3.8163 -0.035
C -0.7989 -1.6000 2.7754 -0.126
N -0.4523 -0.3147 2.9126 0.007
C -0.1081 3.1836 3.3467 -0.527
C 0.2262 4.4791 3.7146 -0.113
C -0.2561 5.5112 2.9353 -0.040
C -1.0806 5.2057 1.8642 -0.042
C -1.3659 3.8794 1.6041 -0.134
N -0.8633 2.8619 2.3185 0.035
H 0.2470 -0.3409 6.1880 0.047
H -0.3722 -2.7407 5.9176 0.114
H -1.0777 -3.5343 3.6348 0.111
H -1.0809 -1.9050 1.7761 0.085
H 0.8331 4.6576 4.5910 0.088
H 0.0098 6.5352 3.1619 0.116
H -1.4884 5.9797 1.2287 0.108
H -2.0102 3.5959 0.7846 0.086
C -4.9444 1.4682 0.2459 -0.008
C -3.6823 0.6359 0.1465 -0.365
O -2.6112 1.2580 0.1522 -0.126
C -3.7890 -0.8073 0.0531 -0.097
C -5.0526 -1.4168 0.2285 -0.047
C -5.2287 -2.7728 0.1814 -0.101
C -4.1105 -3.5902 -0.0583 -0.081
C -2.8730 -3.0415 -0.2507 -0.019
C -2.6466 -1.6316 -0.2094 -0.379
O -1.4561 -1.1944 -0.4127 -0.277
H -4.6721 2.5191 0.1912 0.081
H -5.4397 1.2863 1.2011 0.094
H -5.6462 1.2275 -0.5522 0.088
H -5.9144 -0.7917 0.4195 0.101
H -6.2079 -3.2072 0.3273 0.096
H -4.2327 -4.6666 -0.0894 0.104
H -2.0073 -3.6648 -0.4433 0.098
C 3.6167 -0.8184 2.5048 -0.013
N 3.3111 -2.1380 1.9868 -0.070
C 4.3104 -3.1583 2.2619 -0.161
C 3.7377 -4.5487 2.0814 -0.153
C 3.0785 -4.6092 0.7195 -0.160
N 2.0780 -3.5631 0.6148 -0.075
C 0.8968 -3.8404 -0.1777 -0.045
C 2.2707 -2.3069 1.1240 -0.452
O 1.4791 -1.3994 0.8370 -0.094
H 3.6795 -0.8578 3.5952 0.096
H 2.8381 -0.1272 2.2127 0.060
H 4.5712 -0.4575 2.1114 0.105
H 4.6534 -3.0114 3.2876 0.123
H 5.1781 -3.0189 1.6053 0.131
H 2.9943 -4.7498 2.8559 0.122
H 4.5299 -5.2935 2.1587 0.118
H 2.5811 -5.5668 0.5632 0.121
H 3.8365 -4.4993 -0.0662 0.130
H 0.3837 -4.7181 0.2249 0.094
H 1.1563 -4.0409 -1.2218 0.088
H 0.2320 -2.9806 -0.1370 0.051
Cl 2.2847 5.6575 -2.4936 0.706
C 0.8525 4.7028 -2.3707 -0.632
C -0.2682 5.0088 -3.1187 -0.078
C -1.3900 4.2073 -2.9728 -0.047
C -1.3424 3.1500 -2.0832 -0.158
N -0.2564 2.8600 -1.3655 -0.008
C 0.8296 3.6123 -1.5129 -0.135
H -0.2574 5.8495 -3.7990 0.111
H -2.2873 4.4049 -3.5433 0.109
H -2.2032 2.5107 -1.9235 0.101
H 1.7193 3.3281 -0.9645 0.093
C 2.6352 -1.5438 -4.6900 -0.101
C 1.3315 -2.1347 -4.1559 -0.271
C 0.9817 -1.6570 -2.7509 -0.349
S 0.2524 -0.0028 -2.6506 0.842
O 1.0021 0.9200 -3.5460 -0.497
C -1.3591 -0.3640 -3.4634 -0.322
C -1.4894 0.3720 -4.7861 -0.296
C -2.8415 0.0867 -5.4338 -0.103
H 2.8303 -1.8979 -5.7031 0.071
H 3.4761 -1.8428 -4.0605 0.076
H 2.5882 -0.4572 -4.6997 0.060
H 1.4127 -3.2248 -4.1265 0.105
H 0.5112 -1.9045 -4.8417 0.096
H 1.8639 -1.6146 -2.1069 0.095
H 0.2316 -2.2821 -2.2609 0.063
H -2.1202 -0.0482 -2.7463 0.076
H -1.4529 -1.4433 -3.5887 0.095
H -0.6789 0.0757 -5.4530 0.104
H -1.3647 1.4431 -4.6203 0.094
H -2.9590 -0.9779 -5.6454 0.074
H -2.9426 0.6300 -6.3737 0.071
H -3.6621 0.3877 -4.7787 0.072
F 3.5085 3.4382 3.0405 0.118
C 3.7106 3.4234 1.7099 -0.538
F 5.0262 3.2887 1.5132 0.146
F 3.3523 4.6400 1.2442 0.129
C 2.8786 2.3261 0.9813 -0.632
O 3.3207 1.9258 -0.0883 0.048
O 1.8045 2.0269 1.5680 -0.196
```

Summary:
spin multiplicity	1
E_tot	-8315.9019	hartree
frontier orbital gap	7.8	eV
E_HOMO	-7.62	eV